{"formula": "C30H44BMnN11S4", "method": "ωB97M-V with the def2-TZVPD basis set", "species": ["C", "H", "N", "H", "C", "H", "C", "C", "C", "C", "H", "H", "H", "H", "N", "H", "B", "N", "N", "H", "H", "C", "H", "C", "H", "N", "C", "H", "H", "H", "Mn", "H", "N", "C", "H", "H", "C", "H", "C", "C", "H", "H", "N", "C", "H", "H", "H", "C", "H", "H", "C", "C", "H", "H", "C", "C", "H", "S", "H", "H", "C", "C", "H", "H", "N", "S", "N", "N", "H", "H", "H", "C", "H", "H", "C", "H", "C", "H", "C", "H", "S", "C", "H", "H", "C", "H", "S", "C", "C", "N", "C"], "positions_angstrom": [[4.45, 1.70, 2.21], [2.80, 3.75, 1.29], [-1.29, 0.54, -3.90], [2.54, -4.06, 1.23], [0.25, -3.08, -4.00], [-3.32, 0.10, 4.40], [-2.50, 0.29, -3.39], [0.84, 3.39, -1.49], [1.47, -3.59, -3.24], [-1.70, -0.84, 1.71], [4.99, 2.65, 2.19], [-4.29, 1.48, 3.87], [4.89, 1.08, 3.00], [3.61, -3.20, -3.25], [2.24, 0.68, 2.67], [-2.00, 3.05, 0.29], [0.43, -2.42, 1.68], [0.26, 8.11, -0.66], [-3.00, -1.06, 2.02], [4.60, 1.21, 1.25], [2.60, -1.77, -3.47], [1.61, -5.08, -3.54], [-5.72, -1.33, 1.94], [-1.15, 3.51, -0.21], [-1.10, 0.45, -4.88], [1.39, -3.43, -1.76], [0.55, -2.71, -0.95], [-0.17, 2.06, -3.22], [-4.15, -2.86, 2.37], [3.21, 0.01, -2.20], [-0.43, 0.72, -0.99], [2.39, 2.27, 0.42], [0.95, -2.93, 0.33], [0.97, 4.77, -1.45], [0.62, 0.58, -3.21], [0.76, -5.64, -3.14], [-4.31, 0.88, 1.17], [-4.77, 0.31, 0.36], [2.98, 1.98, 2.50], [2.33, -4.07, -0.96], [0.40, -3.36, -5.05], [3.45, 3.70, 3.66], [-1.08, -2.04, 1.70], [-2.01, -3.02, 1.95], [-5.22, -1.35, 3.64], [0.14, -2.00, -3.93], [-3.15, -0.50, -5.18], [-3.52, 0.77, 3.56], [-3.40, 1.35, 0.80], [3.11, -4.68, -1.37], [-1.05, 4.89, -0.15], [2.88, 2.78, 3.79], [-1.79, 5.48, 0.37], [-2.61, 1.31, 3.32], [1.59, 0.31, -1.14], [-0.21, 2.69, -0.87], [0.35, -1.47, 4.20], [-2.88, 0.55, -1.79], [1.59, 0.91, 4.71], [-5.00, 1.66, 1.49], [2.01, -0.27, 1.74], [0.02, 5.53, -0.77], [2.81, -2.92, -4.80], [1.25, 2.93, 1.59], [-3.43, -0.15, -4.28], [-0.79, -1.74, -1.41], [-0.29, 1.06, -3.07], [1.24, -1.22, 2.27], [-6.06, 0.04, 2.98], [2.53, -5.52, -3.15], [0.56, -3.32, 2.47], [0.15, 6.96, -0.71], [-1.74, -4.06, 1.97], [-4.29, -0.49, -3.89], [-3.20, -2.43, 2.15], [1.62, -5.22, -4.63], [2.70, -2.82, -3.71], [1.80, 5.27, -1.93], [-4.03, -0.03, 2.36], [-0.68, -3.53, -3.65], [2.75, -0.36, 0.16], [2.31, 2.77, 1.38], [3.31, 2.25, 4.65], [1.62, 2.83, -2.01], [2.05, -3.76, 0.32], [1.85, 3.05, 4.02], [-0.95, 0.68, 1.37], [0.97, -0.87, 3.57], [1.59, 0.31, 3.82], [2.24, 0.31, -2.25], [-5.33, -0.73, 2.75]], "mulliken_spin": [0.000, 0.000, 0.001, 0.000, 0.000, 0.000, 0.003, -0.033, 0.002, -0.012, 0.000, -0.001, 0.000, 0.000, 0.000, -0.009, -0.001, -0.002, 0.002, 0.000, 0.001, 0.000, 0.000, -0.054, 0.001, 0.000, 0.000, 0.000, 0.000, -0.002, 1.066, 0.001, -0.003, 0.003, -0.002, 0.000, -0.009, 0.000, 0.000, 0.000, 0.000, 0.000, 0.006, 0.002, 0.000, 0.001, 0.000, 0.001, 0.010, 0.000, 0.008, 0.000, 0.000, 0.001, -0.015, 0.017, 0.000, 0.003, 0.000, 0.000, 0.001, -0.005, 0.000, 0.000, 0.000, 0.003, -0.005, 0.001, 0.000, 0.000, 0.000, 0.001, 0.000, 0.000, 0.000, 0.000, 0.000, 0.000, 0.004, 0.000, 0.001, -0.001, 0.000, 0.000, -0.001, 0.000, 0.001, -0.002, 0.002, 0.015, 0.000], "charge": 0, "spin_multiplicity": 2, "total_energy_ha": -4540.5741, "de_lowest_kcal_mol": 23.4, "homo_energy_ev": [-6.70, -6.15], "e_lumo_ev": [0.258, 0.259]}

***

{"formula": "C30H44BeBrCaF8LiN5O15S3", "method": "ωB97M-V with the def2-TZVPD basis set", "species": ["O", "C", "F", "O", "F", "H", "F", "N", "C", "O", "F", "H", "C", "C", "C", "O", "F", "H", "O", "C", "H", "Ca", "H", "O", "C", "C", "S", "O", "H", "H", "H", "C", "H", "H", "H", "C", "H", "C", "H", "H", "H", "C", "C", "C", "H", "H", "C", "C", "Be", "O", "C", "F", "F", "H", "H", "H", "H", "H", "H", "Br", "O", "S", "H", "H", "C", "H", "C", "C", "S", "O", "H", "C", "Li", "N", "H", "N", "H", "N", "H", "H", "F", "H", "H", "H", "C", "H", "C", "C", "H", "C", "O", "C", "N", "H", "H", "O", "H", "H", "O", "C", "H", "H", "C", "O", "H", "H", "C", "C", "O"], "positions_angstrom": [[-3.29, -2.72, 4.66], [3.47, -1.88, -4.04], [-7.27, -0.24, 6.17], [0.26, 1.40, 0.49], [-6.84, 0.15, 8.25], [-4.19, -3.70, -1.76], [0.47, 5.69, 3.88], [1.79, -2.52, 2.71], [-0.76, 4.25, -1.39], [5.57, -4.18, -0.04], [-4.52, -1.03, 2.52], [7.52, -6.37, -1.49], [5.77, -5.49, -0.53], [5.02, -3.31, -1.00], [0.23, 5.81, -3.83], [2.44, -1.14, -3.86], [-6.07, 1.46, 6.72], [0.68, 6.06, -2.88], [1.33, 0.63, 7.14], [0.22, -3.39, -0.51], [0.97, 1.46, -0.15], [-5.34, -4.77, -4.12], [-1.50, -4.45, -2.03], [-1.95, -0.79, 5.28], [-1.60, -5.03, -1.11], [7.25, -5.92, -0.53], [-3.21, -1.30, 4.81], [0.01, 0.39, 2.63], [0.69, 4.46, -5.49], [-1.17, -6.02, -1.29], [1.76, 2.48, -5.34], [0.63, 0.49, 4.91], [4.17, -0.35, -3.55], [4.26, -1.32, -1.19], [5.27, -1.61, 0.20], [1.28, 3.20, 4.56], [1.50, 4.27, 4.37], [0.44, 1.00, 3.61], [-2.77, 6.50, -2.43], [-2.55, 4.17, -2.55], [-1.11, 6.81, -1.84], [-1.74, 6.69, -2.72], [1.44, 2.67, 5.84], [1.09, -2.77, 0.32], [-3.13, 5.38, -4.39], [5.23, -6.16, 0.15], [-1.82, 4.42, -5.80], [1.12, 1.19, 5.98], [2.90, 1.13, 7.17], [0.82, 3.03, 2.31], [2.16, -1.79, -0.07], [-5.87, -6.20, -2.90], [-3.32, 0.68, 3.04], [0.24, 6.70, -4.46], [1.94, -0.83, 0.43], [-1.17, 5.00, -0.71], [4.30, -3.81, -1.67], [0.08, 0.46, 0.72], [7.43, -6.66, 0.24], [-2.01, -5.92, 1.99], [-5.27, -2.18, 7.24], [-4.81, -0.86, 6.93], [-3.34, -6.16, -0.63], [0.27, -3.17, -1.57], [-2.11, 5.50, -4.76], [2.02, 1.74, -3.74], [-6.32, 0.18, 7.02], [0.06, -3.99, 2.18], [1.21, -3.21, 4.00], [4.66, -1.16, -3.77], [-1.18, 3.39, -3.32], [-0.74, -4.36, -0.06], [-3.72, 6.20, -6.70], [-1.24, 5.52, -3.53], [5.36, -5.65, -1.52], [-4.49, -0.59, 5.39], [0.31, 4.41, -1.47], [0.05, -4.18, 3.52], [-2.71, 4.28, -6.44], [-4.86, -5.20, -1.76], [-2.37, -1.12, 2.31], [-3.38, -4.61, 0.14], [0.39, 1.78, -4.43], [0.37, -0.54, 5.11], [1.33, 2.33, -4.34], [-1.68, 7.59, -3.33], [1.05, 4.70, -4.49], [4.46, -2.04, -0.40], [-0.90, 3.29, -0.89], [-1.47, 4.25, -2.71], [3.37, -2.28, 0.48], [-0.80, -4.63, 1.27], [-3.98, -4.69, -1.92], [-1.58, 3.45, -5.38], [7.93, -5.09, -0.33], [-3.91, -0.27, 7.87], [5.85, -2.99, -1.65], [-2.01, 6.49, -5.21], [1.84, 3.24, 6.88], [-3.11, -5.11, -0.79], [2.07, 5.08, -4.61], [-1.02, 4.72, -6.48], [0.85, 2.48, 3.42], [3.57, -3.04, -4.38], [0.49, 1.97, 1.40], [2.23, -1.66, -1.15], [-3.36, -0.66, 3.09], [1.03, -3.07, 1.72], [1.08, 3.57, -3.66]], "lowdin_charge": [-0.287, -0.839, 0.115, 0.147, 0.135, 0.071, -0.707, -0.182, -0.027, -0.137, 0.107, 0.065, -0.268, -0.193, -0.047, -0.144, 0.121, 0.144, -0.043, 0.028, 0.141, 1.627, 0.100, -0.288, -0.147, -0.068, 0.562, 0.045, 0.100, 0.127, 0.100, 0.044, 0.058, 0.107, 0.131, 0.064, 0.090, -0.269, 0.123, 0.141, 0.118, 0.030, -0.401, -0.128, 0.128, 0.112, -0.050, -0.330, 0.920, 0.061, -0.161, -0.672, 0.117, 0.146, 0.113, 0.099, 0.123, 0.123, 0.062, 0.872, -0.280, 0.572, 0.098, 0.122, -0.220, 0.091, -0.683, -0.409, 1.054, -0.002, 0.110, -0.244, 0.914, -0.256, 0.111, -0.296, 0.092, -0.194, 0.071, 0.021, 0.103, 0.078, 0.088, 0.091, -0.034, 0.114, -0.204, -0.174, 0.093, -0.148, -0.113, -0.524, -0.117, 0.096, 0.073, -0.278, 0.136, 0.117, 0.072, -0.284, 0.154, 0.090, -0.256, -0.006, 0.089, 0.117, -0.669, -0.296, -0.211], "charge": 1, "total_energy_ha": -7838.5925, "homo_energy_ev": -7.64, "e_lumo_ev": -6.973}